ORCA calculation (ωB97M-V/def2-TZVPD) on 35 unconnected molecules or ions with the total composition H70O35 at a distorted geometry.

Last column: Löwdin charge in e.
Element x y z (Å)
O  -35.303  5.504  26.533  -0.03
H  -35.148  5.423  25.592  0.06
H  -35.144  6.429  26.724  0.03
O  -35.617  1.745  32.534  -0.04
H  -35.153  2.580  32.478  0.01
H  -35.729  1.471  31.624  0.02
O  -31.186  5.522  33.729  -0.03
H  -31.560  5.378  32.860  0.04
H  -30.430  4.935  33.766  0.03
O  -30.431  3.592  27.719  -0.03
H  -29.813  3.922  27.066  0.07
H  -31.027  4.324  27.877  -0.01
O  -33.283  1.111  34.445  -0.04
H  -32.560  1.284  33.842  -0.02
H  -34.065  1.125  33.892  0.01
O  -37.366  6.864  33.762  -0.08
H  -37.217  6.152  33.140  -0.03
H  -36.504  7.262  33.883  -0.04
O  -35.048  0.174  27.511  -0.03
H  -35.948  -0.028  27.768  0.08
H  -34.782  -0.566  26.967  0.08
O  -29.753  0.197  34.257  -0.03
H  -29.714  -0.735  34.472  0.07
H  -30.395  0.254  33.549  0.02
O  -29.909  1.711  29.764  -0.05
H  -30.123  2.346  29.080  0.00
H  -30.714  1.208  29.886  0.01
O  -27.356  2.114  30.296  -0.08
H  -27.423  2.056  31.249  -0.03
H  -28.241  1.930  29.981  -0.04
O  -32.334  4.390  24.952  -0.05
H  -31.865  4.603  25.759  -0.01
H  -33.028  3.791  25.229  -0.03
O  -31.953  0.085  25.914  -0.04
H  -31.128  0.005  25.435  0.05
H  -31.827  0.844  26.484  0.01
O  -31.858  5.918  27.957  -0.02
H  -31.412  6.587  27.438  0.07
H  -31.792  6.231  28.860  0.06
O  -33.093  3.697  35.696  -0.04
H  -33.031  3.218  36.523  0.07
H  -33.004  3.024  35.021  0.01
O  -31.049  7.895  35.125  -0.06
H  -30.977  7.020  34.744  -0.03
H  -31.143  7.740  36.065  0.01
O  -35.189  7.729  28.464  -0.04
H  -34.646  8.359  27.990  0.05
H  -34.792  7.676  29.334  0.00
O  -34.490  4.358  32.648  -0.04
H  -34.437  4.800  33.495  0.05
H  -35.311  4.668  32.265  0.01
O  -37.578  4.537  27.752  -0.05
H  -38.143  5.309  27.758  0.05
H  -36.743  4.853  27.408  -0.02
O  -31.337  1.683  32.530  -0.04
H  -30.823  1.209  31.877  0.03
H  -31.614  2.484  32.083  0.00
O  -37.070  1.582  34.895  -0.08
H  -36.762  2.434  35.205  -0.04
H  -36.532  1.397  34.125  -0.03
O  -29.562  4.756  30.374  -0.05
H  -29.414  4.619  31.310  -0.01
H  -29.552  3.876  29.998  -0.01
O  -35.978  3.971  34.955  -0.03
H  -36.508  4.520  35.532  0.07
H  -35.250  3.679  35.503  0.03
O  -33.539  6.445  36.349  -0.04
H  -32.941  6.874  36.961  0.05
H  -33.117  5.610  36.146  0.00
O  -29.639  7.791  30.457  -0.06
H  -29.298  7.843  31.349  0.03
H  -29.518  6.875  30.206  -0.02
O  -34.588  7.402  31.380  -0.03
H  -33.922  7.287  32.058  0.04
H  -34.882  8.308  31.484  0.06
O  -32.443  0.402  29.525  -0.01
H  -33.193  0.523  28.944  0.01
H  -32.481  -0.521  29.778  0.07
O  -34.876  7.706  34.262  -0.04
H  -34.360  8.512  34.283  0.06
H  -34.600  7.224  35.041  0.01
O  -36.770  5.422  31.613  -0.03
H  -36.412  5.919  30.877  0.05
H  -37.035  4.586  31.232  0.02
O  -34.077  3.762  28.909  -0.03
H  -33.794  3.450  28.050  0.02
H  -34.284  4.687  28.773  0.06
O  -32.473  3.616  31.079  -0.05
H  -32.909  3.575  30.228  0.00
H  -33.161  3.883  31.688  -0.01
O  -37.692  3.198  30.221  -0.05
H  -37.147  2.644  29.662  0.00
H  -38.108  3.813  29.617  0.02
O  -35.527  1.627  29.680  -0.04
H  -35.011  2.409  29.484  0.01
H  -35.398  1.058  28.921  -0.01
O  -28.495  4.242  32.873  -0.03
H  -27.659  4.668  32.685  0.07
H  -28.255  3.416  33.294  0.02
O  -28.044  1.566  32.824  -0.06
H  -28.753  1.346  33.429  0.00
H  -27.369  0.909  32.997  0.08
O  -33.711  2.682  26.357  -0.03
H  -33.736  1.749  26.568  0.03
H  -34.423  2.806  25.730  0.08

Calculated values
E_HOMO = -9.277 eV
Orbital gap = 8.65 eV
Max |F| = 1.473 eV Å⁻¹
Relative energy (zero: lowest compared OMol25 entry of this formula, charge and spin) = 343.1 kJ/mol
Total energy = -72803.028 eV
Multiplicity = 1

ORCA calculation (ωB97M-V/def2-TZVPD) on 3 unconnected molecules or ions with the total composition H7NO2 at a distorted geometry.

Last column: Löwdin charge in e.
Element x y z (Å)
N  -1.361  -0.266  -1.267  0.03
H  -1.470  0.583  -1.786  0.00
H  -1.806  -1.121  -1.536  0.00
H  -0.437  -0.431  -0.889  -0.04
H  1.425  -0.145  0.339  0.00
H  1.657  -1.584  0.787  0.04
O  1.421  -1.062  0.015  -0.07
H  0.546  1.776  2.021  0.05
H  -0.412  0.894  1.155  0.04
O  0.437  1.357  1.161  -0.06

Calculated values
SMILES = N.O.O
E_HOMO = -9.291 eV
Orbital gap = 10.01 eV
Max |F| = 1.436 eV Å⁻¹
Relative energy (zero: lowest compared OMol25 entry of this formula, charge and spin) = 31.3 kJ/mol
Total energy = -5698.773 eV
Multiplicity = 1

ORCA calculation (ωB97M-V/def2-TZVPD) on 2 unconnected molecules or ions with the total composition H7NP2Si at a distorted geometry.

Last column: Löwdin spin population.
Element x y z (Å)
N  -2.679  1.315  -0.500  0.35
Si  -1.480  0.307  0.256  0.69
P  -3.519  2.712  -0.154  0.70
P  3.399  -1.943  0.049  0.00
H  -3.022  1.002  -1.388  0.00
H  -1.139  -0.538  -0.790  0.08
H  -0.471  1.242  0.790  0.10
H  -2.887  3.293  0.887  0.08
H  4.180  -2.851  -0.725  0.00
H  3.139  -2.911  0.888  0.00
H  4.479  -1.627  0.688  0.00

Calculated values
⟨S²⟩ = 2.004
E_HOMO (spin up / spin down) = -6.856 / -9.734 eV
Orbital gap (spin up / spin down) = 7.75 / 8.71 eV
Max |F| = 4.053 eV Å⁻¹
Relative energy (zero: lowest compared OMol25 entry of this formula, charge and spin) = 10.1 kJ/mol
Total energy = -28054.870 eV
Multiplicity = 3

ORCA calculation (ωB97M-V/def2-TZVPD) on a molecular structure, H7Na3O4.

Last column: Löwdin charge in e.
Element x y z (Å)
Na  5.507  7.008  -18.865  0.93
Na  7.182  10.046  -22.177  0.88
Na  9.158  8.297  -16.666  0.92
O  7.339  10.386  -18.843  -0.58
H  7.010  11.306  -18.854  -0.11
O  5.123  13.066  -21.784  -0.06
H  5.232  13.492  -22.634  0.04
H  4.529  13.641  -21.302  0.04
O  5.502  10.710  -15.747  -0.04
H  5.586  9.855  -15.325  0.01
H  6.147  10.693  -16.454  -0.02
O  10.191  12.883  -19.738  -0.05
H  9.875  13.626  -19.225  0.04
H  9.790  12.118  -19.325  0.00

Calculated values
Charge = +2
E_HOMO = -14.221 eV
Orbital gap = 5.70 eV
Max |F| = 0.882 eV Å⁻¹
Relative energy (zero: lowest compared OMol25 entry of this formula, charge and spin) = 258.6 kJ/mol
Total energy = -21537.403 eV
Multiplicity = 1

ORCA calculation (ωB97M-V/def2-TZVPD) on 40 unconnected molecules or ions with the total composition H80O40 at a distorted geometry.

Last column: Löwdin spin population.
Element x y z (Å)
H  -1.965  -0.259  4.832  0.01
H  -2.970  -0.924  3.852  0.01
O  -2.754  -0.820  4.781  0.02
H  -0.522  -6.113  1.264  0.00
H  0.236  -4.957  0.543  0.00
O  0.207  -5.907  0.686  0.00
H  -1.584  -0.950  0.787  0.00
H  -2.400  0.318  0.723  0.01
O  -1.489  0.024  0.843  0.03
H  -4.747  0.657  -0.932  0.00
H  -4.099  0.539  -2.241  0.00
O  -4.887  0.216  -1.794  0.01
H  1.788  5.720  0.955  0.01
H  1.866  6.339  -0.392  0.00
O  1.854  6.590  0.542  0.02
H  -1.282  3.211  -2.029  0.00
O  -0.459  2.713  -2.121  0.01
H  -1.831  -3.892  5.424  0.00
O  -1.435  -3.014  5.519  0.01
H  3.428  -4.041  -0.553  0.00
H  2.823  -5.427  -0.234  0.00
O  2.873  -4.521  0.069  0.00
H  -2.863  4.008  1.865  0.01
H  -2.340  3.745  0.523  0.01
O  -3.073  3.477  1.090  0.03
H  3.209  3.907  -2.284  0.00
H  3.220  4.877  -3.400  0.00
O  2.607  4.484  -2.768  0.00
H  -3.404  -1.982  -0.032  0.00
H  -2.700  -3.103  0.536  0.00
O  -2.978  -2.222  0.803  0.01
H  2.240  1.262  2.465  0.01
O  2.187  0.564  3.136  0.03
H  -4.706  1.999  2.915  0.01
H  -3.703  1.626  3.970  0.01
O  -3.753  1.996  3.083  0.05
H  1.323  -2.450  0.340  0.00
H  -0.026  -2.206  1.163  0.01
O  0.624  -2.849  0.890  0.01
H  2.282  -4.438  3.086  0.00
H  3.293  -4.446  2.044  0.00
O  3.123  -4.872  2.907  0.00
H  2.120  3.574  4.113  0.03
H  3.574  3.642  3.458  0.01
O  2.686  3.284  3.394  0.04
H  3.363  3.775  0.331  0.00
H  2.671  2.665  -0.566  0.00
O  2.586  3.541  -0.178  0.01
H  4.506  1.178  -0.471  0.00
H  4.445  0.950  1.077  0.00
O  4.626  1.602  0.375  0.01
H  3.412  -1.577  4.738  0.00
O  3.905  -0.750  4.696  0.01
H  -6.820  -1.575  -0.995  0.00
H  -5.312  -1.307  -1.278  0.00
O  -5.975  -2.007  -1.070  0.00
H  1.509  -0.237  -1.021  0.00
O  1.838  -1.150  -0.845  0.00
H  -0.334  1.170  -3.402  0.00
H  -0.556  -0.271  -3.424  0.00
O  -0.039  0.394  -3.913  0.00
H  0.906  2.042  -0.437  0.00
H  -0.024  1.051  0.372  0.01
O  0.876  1.222  0.054  0.02
H  2.255  -1.461  -5.881  0.00
H  2.427  -2.600  -4.859  0.00
O  2.798  -2.212  -5.650  0.00
H  2.055  2.515  -3.444  0.00
H  1.594  1.114  -2.960  0.00
O  1.982  1.955  -2.671  0.00
H  -0.941  -0.103  2.451  0.01
H  -0.788  1.103  3.311  0.05
O  -0.703  0.137  3.389  0.07
H  -4.491  -3.621  1.756  0.00
H  -5.513  -3.475  0.368  0.00
O  -4.985  -3.947  1.017  0.01
H  -2.596  0.277  -5.456  0.00
H  -3.289  1.419  -4.882  0.00
O  -2.914  0.578  -4.596  0.00
H  -3.244  -3.589  -2.318  0.00
H  -3.552  -4.279  -0.978  0.00
O  -3.511  -3.424  -1.407  0.00
H  -1.529  5.038  2.944  0.02
H  -0.139  5.199  2.434  0.01
O  -0.928  5.723  2.625  0.04
H  -2.428  5.573  -1.561  0.00
H  -1.153  5.014  -0.809  0.01
O  -2.060  4.839  -1.066  0.02
H  0.250  -3.026  -2.347  0.00
O  0.165  -2.248  -2.914  0.00
H  0.759  3.570  1.600  0.01
H  -0.385  2.490  1.868  0.03
O  -0.136  3.282  1.378  0.07
H  3.375  -0.266  4.015  0.00
H  0.271  3.331  -2.125  0.00
H  2.447  -0.871  -0.114  0.00
H  -2.281  -2.522  5.518  0.00
H  1.234  0.455  3.292  0.01
H  1.099  -2.289  -3.165  0.00
O  5.437  -3.103  3.415  0.00
H  4.895  -2.388  3.773  0.00
H  4.959  -3.901  3.173  0.00
O  -2.062  -2.158  -4.583  0.00
H  -1.168  -2.464  -4.368  0.00
H  -2.624  -1.713  -3.959  0.00
O  3.444  -0.610  1.092  0.00
H  2.811  -0.646  1.840  0.00
H  4.234  -1.190  1.103  0.00
O  -0.326  1.753  -6.630  0.00
H  -1.259  1.905  -6.429  0.00
H  -0.374  0.797  -6.500  0.00
O  -4.453  0.937  0.798  0.02
H  -4.009  1.784  0.974  0.01
H  -4.298  0.398  1.576  0.01
O  5.937  -1.061  1.705  0.00
H  6.242  -0.618  2.489  0.00
H  5.831  -2.007  1.891  0.00
O  0.284  -2.836  -5.850  0.00
H  -0.627  -3.038  -6.092  0.00
H  0.800  -3.616  -6.046  0.00

Calculated values
⟨S²⟩ = 0.751
Charge = -1
E_HOMO (spin up / spin down) = -0.596 / -8.114 eV
Orbital gap (spin up / spin down) = 2.09 / 9.55 eV
Max |F| = 3.264 eV Å⁻¹
Relative energy (zero: lowest compared OMol25 entry of this formula, charge and spin) = 9.5 kJ/mol
Total energy = -83200.144 eV
Multiplicity = 2